No. 1
10
Properties=species:S:1:pos:R:3 method="wB97M-V/def2-TZVPD" homo_ev="-3.1 / -2.6" de_lowest_kj_mol=514.00 lumo_ev="3.891 / 2.752" charge=-1
C 0.14 -2.32 0.24
C -1.12 2.66 0.44
O 2.37 -1.18 -0.33
O 0.61 -1.07 -2.06
S 0.93 -1.05 -0.60
H 0.63 -2.51 1.16
H -0.90 -2.62 -0.09
H -1.19 3.68 0.23
H -0.70 2.38 1.35
H -0.76 2.03 -0.34



No. 2
179
Properties=species:S:1:pos:R:3 method="wB97M-V/def2-TZVPD" homo_ev="-8.3 / -9.4" multiplicity=2 lumo_ev="0.173 / 0.173" charge=0
C 1.96 0.40 -0.27
C 2.77 0.49 -1.51
O 2.73 -0.38 -2.33
O 3.54 1.59 -1.69
C 2.78 2.71 -2.25
C 3.71 3.78 -2.72
C 4.41 4.63 -1.65
C 3.64 4.92 -0.36
C 2.63 6.06 -0.51
C 1.22 5.54 -0.75
C 0.15 6.64 -0.78
C -0.25 6.97 -2.21
C -0.98 5.84 -2.95
C 0.01 5.26 -3.99
C -2.16 6.43 -3.74
N -1.36 4.71 -2.07
O -2.08 3.86 -2.69
C -1.93 5.10 -0.77
C -3.38 5.54 -0.81
C -1.89 3.84 0.11
C -1.10 6.17 -0.04
H 2.61 0.36 0.58
H 1.37 1.30 -0.19
H 1.29 -0.43 -0.31
H 2.04 3.04 -1.53
H 2.23 2.36 -3.11
H 4.49 3.26 -3.26
H 3.21 4.37 -3.46
H 5.37 4.23 -1.39
H 4.60 5.59 -2.10
H 4.37 5.26 0.36
H 3.17 4.06 0.08
H 2.89 6.72 -1.32
H 2.58 6.62 0.41
H 1.20 5.07 -1.72
H 0.98 4.79 -0.01
H 0.52 7.51 -0.26
H 0.65 7.24 -2.73
H -0.83 7.88 -2.15
H 1.03 5.45 -3.69
H -0.10 5.71 -4.96
H -0.06 4.19 -4.06
H -2.31 7.48 -3.54
H -3.10 5.95 -3.51
H -2.04 6.34 -4.80
H -3.54 6.49 -1.29
H -3.96 4.75 -1.25
H -3.71 5.61 0.20
H -0.90 3.70 0.51
H -2.57 3.94 0.94
H -2.20 2.96 -0.44
H -0.78 5.77 0.92
H -1.74 7.01 0.20
C 5.02 -2.16 -4.76
O 5.84 -1.57 -3.76
H 5.53 -3.03 -5.17
H 4.07 -2.47 -4.33
H 4.84 -1.44 -5.57
H 5.37 -0.81 -3.41
C 8.87 -3.35 -2.35
O 8.76 -1.96 -2.60
H 9.60 -3.50 -1.56
H 7.91 -3.77 -2.03
H 9.21 -3.88 -3.25
H 8.10 -1.85 -3.30
C 0.64 -2.17 1.90
O 2.02 -1.81 1.80
H 0.09 -1.63 1.13
H 0.52 -3.24 1.75
H 0.24 -1.89 2.88
H 2.48 -2.29 2.50
C -2.67 -3.72 1.45
O -2.79 -2.31 1.21
H -1.91 -3.87 2.21
H -3.63 -4.12 1.80
H -2.36 -4.23 0.54
H -3.46 -2.20 0.53
C 0.03 -6.03 -0.03
O -0.28 -5.72 1.33
H -0.81 -5.72 -0.65
H 0.93 -5.48 -0.34
H 0.19 -7.10 -0.14
H 0.47 -5.99 1.87
C -1.05 -1.82 6.23
O -0.61 -1.32 4.97
H -0.18 -2.18 6.77
H -1.53 -1.02 6.81
H -1.75 -2.64 6.09
H -1.38 -1.00 4.49
C -6.64 7.57 0.04
O -5.98 6.44 0.61
H -5.89 8.18 -0.45
H -7.37 7.25 -0.70
H -7.14 8.16 0.81
H -6.65 5.90 1.04
C -6.20 -6.11 2.25
O -5.84 -5.54 0.98
H -5.30 -6.46 2.73
H -6.68 -5.36 2.88
H -6.88 -6.96 2.10
H -6.64 -5.23 0.55
C 4.92 5.22 3.79
O 5.31 5.72 2.51
H 4.20 5.92 4.21
H 4.46 4.24 3.69
H 5.78 5.15 4.46
H 5.95 5.10 2.15
C -0.38 -9.58 1.46
O 0.99 -9.19 1.36
H -0.95 -9.03 0.72
H -0.48 -10.65 1.29
H -0.76 -9.33 2.46
H 1.48 -9.67 2.03
C 5.47 8.84 0.04
O 6.28 7.77 0.49
H 6.11 9.56 -0.47
H 4.70 8.49 -0.66
H 4.98 9.34 0.88
H 5.71 7.14 0.94
C -6.24 -6.55 6.11
O -5.44 -5.97 5.08
H -7.14 -6.95 5.65
H -5.70 -7.36 6.61
H -6.52 -5.79 6.85
H -4.65 -5.61 5.50
C -2.21 -1.91 -1.96
O -1.08 -2.77 -1.89
H -3.08 -2.52 -2.22
H -2.38 -1.43 -1.00
H -2.07 -1.14 -2.73
H -0.32 -2.23 -1.66
C -4.31 -7.54 -1.62
O -3.45 -6.96 -0.65
H -3.80 -8.39 -2.07
H -5.24 -7.89 -1.15
H -4.56 -6.82 -2.40
H -3.92 -6.21 -0.27
C -7.33 -3.23 5.08
O -7.06 -3.05 6.48
H -7.27 -4.29 4.87
H -8.33 -2.86 4.84
H -6.59 -2.70 4.48
H -7.11 -2.11 6.66
C 1.93 0.19 -6.09
O 1.52 0.58 -4.79
H 1.15 0.49 -6.79
H 2.86 0.69 -6.38
H 2.06 -0.89 -6.15
H 2.22 0.31 -4.17
C 4.13 -1.58 4.68
O 3.53 -2.80 5.12
H 4.67 -1.79 3.76
H 3.35 -0.84 4.48
H 4.83 -1.20 5.42
H 3.05 -2.62 5.93
C 5.02 -5.39 -2.02
O 6.11 -6.22 -2.42
H 5.38 -4.36 -1.95
H 4.22 -5.44 -2.76
H 4.64 -5.70 -1.04
H 5.78 -7.12 -2.48
C -9.95 -1.03 2.63
O -9.06 -0.44 3.58
H -9.41 -1.84 2.14
H -10.83 -1.44 3.13
H -10.25 -0.31 1.88
H -9.54 0.28 4.01
C 3.60 -5.72 2.94
O 4.40 -5.37 4.05
H 3.91 -6.71 2.60
H 2.54 -5.76 3.21
H 3.73 -5.01 2.12
H 4.11 -4.49 4.35
C 0.35 3.93 -7.48
O 0.73 5.28 -7.73
H 0.91 3.57 -6.62
H -0.72 3.86 -7.27
H 0.59 3.30 -8.35
H 0.23 5.59 -8.49



No. 3
9
Properties=species:S:1:pos:R:3 method="wB97M-V/def2-TZVPD" homo_ev=-8.9 de_lowest_kj_mol=249.26 lumo_ev=0.835 charge=0
C -1.66 -0.87 0.32
C -0.49 -0.29 -0.41
C 0.44 0.44 0.25
H -1.81 -1.96 0.47
H -2.80 -0.69 -0.21
H -1.85 -0.28 1.44
F -0.09 -0.50 -1.70
F 0.40 0.56 1.48
F 1.55 0.74 -0.08



No. 4
131
Properties=species:S:1:pos:R:3 method="wB97M-V/def2-TZVPD" homo_ev=-11.7 lumo_ev=-5.030 charge=+1
C -6.30 2.65 6.93
C -5.29 1.52 6.42
C -4.11 2.11 5.56
C -4.37 2.11 4.03
N -5.58 1.70 3.51
C -5.85 1.67 2.14
C -7.24 1.14 1.66
O -7.36 -0.30 1.70
C -6.12 -0.94 1.91
C -5.08 -1.24 0.77
O -5.86 -1.28 3.04
C -4.88 2.06 1.15
C -3.56 2.52 1.64
C -2.53 2.93 0.55
O -2.00 2.09 -0.14
O -2.24 4.24 0.37
C -1.43 4.46 -0.81
C -3.30 2.52 3.07
P -1.66 3.02 3.77
O -0.74 3.66 2.80
O -0.93 1.62 4.34
O -1.83 4.04 5.06
H -6.76 3.16 6.04
H -7.13 2.20 7.55
H -5.69 3.38 7.53
H -4.85 1.06 7.35
H -5.86 0.69 5.92
H -3.91 3.15 5.95
H -3.21 1.45 5.75
H -6.36 1.39 4.11
H -7.39 1.43 0.58
H -8.05 1.65 2.26
H -4.14 -0.70 1.07
H -5.45 -0.72 -0.16
H -4.87 -2.32 0.63
H -5.11 2.03 0.06
H -1.90 4.03 -1.73
H -1.27 5.55 -1.02
H -0.40 4.04 -0.62
H -1.20 0.93 3.70
H -1.15 4.74 4.99
C 0.58 -3.06 0.00
C 0.57 -4.58 0.01
O 0.06 -5.09 1.25
C -1.27 -5.04 1.39
O -2.05 -4.62 0.58
O -1.58 -5.52 2.61
C -2.97 -5.43 2.93
H 1.12 -2.68 0.87
H 1.05 -2.68 -0.91
H -0.44 -2.66 0.05
H 1.59 -4.94 -0.08
H 0.01 -4.98 -0.84
H -3.58 -5.89 2.16
H -3.25 -4.38 3.06
H -3.13 -5.96 3.86
C 1.99 6.20 -6.75
C 1.45 4.79 -6.86
O 2.06 3.92 -5.89
C 1.60 4.04 -4.64
O 0.73 4.79 -4.27
O 2.28 3.20 -3.86
C 1.95 3.30 -2.48
H 3.08 6.20 -6.81
H 1.59 6.83 -7.55
H 1.72 6.65 -5.80
H 1.71 4.38 -7.84
H 0.36 4.76 -6.78
H 0.88 3.20 -2.32
H 2.31 4.25 -2.08
H 2.45 2.50 -1.95
C 1.06 -7.02 3.46
C 0.47 -6.77 4.83
O 1.44 -6.99 5.87
C 2.35 -6.02 6.02
O 2.41 -4.99 5.39
O 3.20 -6.40 6.99
C 4.28 -5.50 7.19
H 1.50 -8.02 3.41
H 0.29 -6.94 2.70
H 1.85 -6.31 3.23
H -0.34 -7.47 5.02
H 0.05 -5.76 4.91
H 3.93 -4.48 7.37
H 4.96 -5.53 6.34
H 4.83 -5.83 8.08
C 6.03 -10.94 2.51
C 4.72 -11.46 3.06
O 4.70 -11.43 4.49
C 4.51 -10.22 5.04
O 4.34 -9.19 4.44
O 4.56 -10.36 6.37
C 4.47 -9.12 7.08
H 6.87 -11.48 2.95
H 6.06 -11.06 1.42
H 6.17 -9.89 2.75
H 4.59 -12.50 2.77
H 3.86 -10.90 2.66
H 3.59 -8.56 6.78
H 5.38 -8.53 6.92
H 4.39 -9.35 8.14
C 9.91 5.99 -7.69
C 8.83 7.00 -7.36
O 7.53 6.48 -7.64
C 7.05 5.62 -6.74
O 7.60 5.25 -5.73
O 5.85 5.20 -7.16
C 5.26 4.19 -6.34
H 9.81 5.64 -8.72
H 10.90 6.43 -7.56
H 9.84 5.11 -7.04
H 8.96 7.88 -7.99
H 8.90 7.34 -6.32
H 5.22 4.51 -5.29
H 5.82 3.26 -6.44
H 4.24 4.03 -6.69
C -5.17 4.88 -8.90
C -5.79 5.05 -7.53
O -4.82 4.83 -6.49
C -3.97 5.84 -6.28
O -3.95 6.89 -6.86
O -3.12 5.47 -5.31
C -2.08 6.41 -5.05
H -4.68 3.91 -8.99
H -5.93 4.96 -9.68
H -4.41 5.64 -9.09
H -6.57 4.30 -7.39
H -6.26 6.03 -7.42
H -2.49 7.40 -4.85
H -1.39 6.45 -5.90
H -1.53 6.08 -4.17



No. 5
30
Properties=species:S:1:pos:R:3 method="wB97M-V/def2-TZVPD" homo_ev=-15.0 de_lowest_kj_mol=240.67 lumo_ev=-6.535 charge=+2
C 2.34 -2.30 -0.91
C 4.60 1.56 -4.76
C 3.39 -0.15 -3.38
C 2.96 -1.46 -1.48
C -0.96 0.18 -1.31
C -2.99 -0.43 3.17
C -0.73 -0.49 1.02
C -1.28 0.73 1.77
N 4.07 0.68 -4.07
N -0.06 -0.03 -0.19
N 3.66 -0.50 -2.13
N -1.77 0.41 3.14
H 1.84 -3.10 -0.44
H 0.66 -0.70 -0.45
H 5.42 1.31 -5.43
H 4.28 2.60 -4.71
H 2.55 -0.63 -3.87
H -1.54 -0.72 -1.56
H -1.65 0.99 -1.09
H -0.37 0.46 -2.18
H -2.77 -1.43 2.79
H -3.35 -0.53 4.19
H -3.77 0.02 2.56
H 0.01 -0.99 1.65
H -1.54 -1.20 0.79
H -2.11 1.18 1.21
H -0.48 1.47 1.84
H 4.45 -0.10 -1.63
H -1.98 1.29 3.62
H -1.02 -0.06 3.66



No. 6
65
Properties=species:S:1:pos:R:3 method="wB97M-V/def2-TZVPD" homo_ev=-14.3 de_lowest_kj_mol=14.40 lumo_ev=-7.540 charge=+2
Ti 0.80 1.19 -0.38
C 0.71 -0.69 2.08
N 1.48 0.00 1.04
C 2.80 -0.10 0.99
C 3.44 0.39 -0.14
C 4.77 0.56 -0.51
C 4.76 1.15 -1.77
C 3.42 1.33 -2.12
N 2.60 0.86 -1.16
C 1.01 -2.17 2.16
C 0.81 -2.82 3.37
C 1.02 -4.19 3.47
C 1.46 -4.91 2.36
C 1.68 -4.26 1.16
C 1.46 -2.89 1.05
H -0.35 -0.52 1.85
H 0.90 -0.20 3.04
H 3.35 -0.58 1.80
H 5.64 0.28 0.07
H 5.61 1.43 -2.37
H 3.03 1.78 -3.02
H 0.48 -2.26 4.24
H 0.86 -4.69 4.41
H 1.64 -5.97 2.44
H 2.04 -4.81 0.30
H 1.65 -2.39 0.11
O 0.40 1.82 -2.38
C -0.18 3.13 -2.74
C -1.66 2.97 -3.03
C -2.36 2.11 -1.98
C -2.15 2.59 -0.57
C -2.91 3.64 -0.07
C -2.78 4.04 1.24
C -1.89 3.36 2.07
C -1.16 2.34 1.51
N -1.24 1.96 0.22
H 0.45 1.23 -3.14
H 0.39 3.52 -3.58
H 0.01 3.75 -1.87
H -1.80 2.52 -4.02
H -2.09 3.97 -3.08
H -2.01 1.08 -2.06
H -3.43 2.10 -2.18
H -3.62 4.12 -0.73
H -3.36 4.87 1.62
H -1.77 3.60 3.11
H -0.46 1.79 2.12
F 1.49 4.66 2.32
B 2.30 3.65 2.15
F 1.21 2.88 0.03
F 3.46 3.77 1.55
F 1.95 2.46 2.65
N -0.33 -0.53 -0.99
C -1.04 -1.43 -1.01
C -1.94 -2.54 -1.02
C -2.64 -2.81 -2.20
C -3.52 -3.87 -2.22
C -3.69 -4.65 -1.08
C -2.99 -4.37 0.09
C -2.10 -3.32 0.13
H -2.49 -2.20 -3.08
H -4.07 -4.10 -3.12
H -4.38 -5.48 -1.10
H -3.13 -4.99 0.97
H -1.53 -3.10 1.02



No. 7
12
Properties=species:S:1:pos:R:3 method="wB97M-V/def2-TZVPD" homo_ev="-8.6 / -8.8" de_lowest_kj_mol=342.67 lumo_ev="-0.952 / -1.117" charge=0
C 0.70 0.22 -0.76
C 2.51 -0.74 1.29
C -0.64 0.80 -0.41
Si 2.18 0.65 0.06
I 1.84 2.84 1.33
I 3.36 -2.64 0.91
I 4.14 0.69 -1.43
H 0.68 -0.58 -1.53
H 2.44 -0.52 2.33
H -1.15 0.92 -1.40
H -0.53 1.79 0.09
H -1.22 0.09 0.04



No. 8
15
Properties=species:S:1:pos:R:3 method="wB97M-V/def2-TZVPD" homo_ev=-4.9 de_lowest_kj_mol=62.68 lumo_ev=3.275 charge=-1
C 0.37 -1.20 -0.90
C 1.18 -0.24 -0.05
C -1.09 -0.55 -1.04
N 0.56 1.03 0.08
O 0.70 0.70 2.41
O -0.33 2.76 1.58
O -1.55 0.66 1.56
S -0.67 1.17 -1.36
S -0.24 1.31 1.53
H 0.87 -1.28 -1.78
H 0.15 -2.21 -0.56
H 1.32 -0.51 1.08
H 2.13 -0.26 -0.61
H -1.77 -0.89 -1.82
H -1.63 -0.48 -0.13



No. 9
9
Properties=species:S:1:pos:R:3 method="wB97M-V/def2-TZVPD" homo_ev="-1.9 / -1.9" de_lowest_kj_mol=384.00 lumo_ev="3.080 / 3.080" charge=-1
C -0.90 -0.34 -0.89
C 2.25 0.28 0.03
C -1.26 -0.83 0.33
N -1.61 0.55 0.16
O -1.69 -1.71 1.06
O 2.61 -0.18 -0.99
S 1.39 1.03 1.11
H 0.12 0.03 -1.36
H -0.92 1.18 0.56



Number 1: molecular weight 93.13 g/mol, E_tot -17081.813 eV. Number 2: molecular weight 971.33 g/mol, E_tot -91905.615 eV. Number 3: molecular weight 96.05 g/mol, E_tot -11308.975 eV. Number 4: molecular weight 956.90 g/mol, E_tot -101417.419 eV. Number 5: molecular weight 170.26 g/mol, E_tot -14529.452 eV. Number 6: molecular weight 558.21 g/mol, E_tot -71101.224 eV. Number 7: molecular weight 449.87 g/mol, E_tot -35370.642 eV. Number 8: molecular weight 168.22 g/mol, E_tot -32511.879 eV. Number 9: molecular weight 116.12 g/mol, E_tot -19561.226 eV.